Molecular formula: C6H9N6
Method: DFT, ωB97M-V with the def2-TZVPD basis set

Structure (XYZ):
```
21
Properties=species:S:1:pos:R:3
C -1.467 1.449 0.044
C -2.084 0.301 -0.027
C 0.110 -0.220 0.086
C 1.992 2.085 0.038
C 2.908 -0.171 -0.066
C -3.520 -0.099 0.087
N 0.739 2.223 -0.027
N 2.738 0.958 0.226
N -0.091 1.184 0.115
N -1.106 -0.733 0.009
N 2.083 -2.246 0.394
N 3.077 -1.392 -0.313
H -1.892 2.490 0.063
H 2.576 2.916 0.055
H -3.588 -1.188 -0.369
H -3.849 0.176 1.085
H -4.240 0.393 -0.671
H -1.210 -1.710 -0.249
H 1.333 -1.670 0.678
H 1.794 -2.891 -0.222
H 3.698 -1.856 -0.936
```

## Properties
Spin multiplicity ... 1
Relative energy (zero: lowest compared OMol25 entry of this formula, charge and spin) ... 112.20 kcal/mol
Lowest unoccupied orbital energy ... -4.431 eV
Largest force on an atom ... 5.05 eV Å⁻¹
Charge ... +1

Molecular formula: C42H97Br2N4O16
Method: DFT, ωB97M-V with the def2-TZVPD basis set

Structure (XYZ):
```
161
Properties=species:S:1:pos:R:3
C -1.335 5.976 2.275
C -2.508 4.955 2.180
C -2.006 3.561 1.724
C -2.593 2.393 2.579
N -1.590 1.330 2.690
C -1.726 0.134 2.246
N -2.916 -0.215 1.624
C -2.750 -1.471 0.903
N -3.833 -1.735 -0.065
C -4.574 -2.961 0.369
C -4.804 -0.659 -0.074
C -6.003 -0.672 0.903
O -4.748 0.255 -0.843
C -1.357 -1.375 0.133
Br -1.550 0.129 -1.105
Br -1.371 -2.993 -1.025
C -0.144 -1.316 1.118
C 0.555 -2.683 1.262
C 1.752 -2.753 2.257
C 3.047 -3.368 1.689
C 4.025 -3.674 2.868
O 5.103 -2.719 2.874
C 0.961 -0.266 0.751
C 1.632 -0.311 -0.607
C 1.605 0.882 -1.363
C 2.207 1.009 -2.606
C 2.887 -0.064 -3.207
C 2.956 -1.268 -2.463
C 2.344 -1.354 -1.202
N -0.663 -0.778 2.415
C -0.917 -1.715 3.533
C -1.823 -1.142 4.672
C -3.344 -1.431 4.583
C -4.106 -0.161 5.081
C -5.646 -0.211 4.862
C -6.103 1.007 4.049
O -5.814 2.229 4.741
C -6.367 3.298 4.041
C -5.907 3.654 2.634
O -7.186 3.975 4.574
H -1.222 6.327 3.302
H -1.563 6.801 1.589
H -0.374 5.555 1.964
H -3.248 5.312 1.462
H -2.987 4.843 3.159
H -2.195 3.346 0.668
H -0.923 3.496 1.848
H -2.735 2.805 3.585
H -3.545 2.040 2.196
H -0.713 1.572 3.143
H -3.697 -0.201 2.273
H -2.663 -2.364 1.535
H -5.480 -3.097 -0.218
H -3.920 -3.807 0.130
H -4.745 -3.003 1.451
H -6.801 -1.252 0.432
H -6.389 0.344 1.005
H -5.743 -1.050 1.894
H -0.186 -3.438 1.555
H 0.931 -3.043 0.306
H 1.939 -1.821 2.802
H 1.431 -3.447 3.051
H 2.868 -4.253 1.077
H 3.557 -2.584 1.118
H 3.494 -3.552 3.818
H 4.498 -4.647 2.756
H 4.660 -1.871 2.776
H 1.742 -0.223 1.516
H 0.478 0.712 0.835
H 1.096 1.755 -0.961
H 2.165 1.953 -3.137
H 3.381 0.001 -4.170
H 3.481 -2.136 -2.843
H 2.464 -2.293 -0.676
H -1.368 -2.671 3.240
H 0.038 -1.877 4.036
H -1.477 -1.678 5.564
H -1.595 -0.092 4.878
H -3.701 -1.760 3.603
H -3.598 -2.221 5.297
H -3.835 -0.026 6.130
H -3.717 0.707 4.527
H -5.939 -1.127 4.340
H -6.106 -0.189 5.854
H -7.186 0.946 3.882
H -5.534 1.006 3.110
H -6.674 4.206 2.094
H -5.644 2.794 2.008
H -5.022 4.300 2.666
C -1.827 8.934 -0.650
O -1.434 9.294 0.673
H -2.558 8.131 -0.579
H -2.282 9.785 -1.160
H -0.966 8.583 -1.224
H -0.791 10.003 0.597
C -5.918 3.591 -1.907
O -4.890 3.185 -1.008
H -5.790 4.648 -2.124
H -5.847 3.025 -2.840
H -6.903 3.434 -1.455
H -5.015 2.247 -0.828
C -5.875 3.861 -6.026
O -6.476 4.894 -5.251
H -4.868 4.178 -6.287
H -5.819 2.932 -5.452
H -6.443 3.689 -6.944
H -7.364 4.605 -5.028
C 1.402 1.553 5.935
O 0.333 2.144 5.175
H 2.215 1.319 5.252
H 1.757 2.248 6.691
H 1.061 0.635 6.414
H -0.376 2.345 5.792
C 4.440 1.502 8.152
O 3.181 0.852 8.331
H 4.752 1.357 7.120
H 4.351 2.573 8.351
H 5.191 1.069 8.815
H 2.917 0.986 9.245
C 5.464 -2.123 -5.503
O 5.084 -0.907 -6.116
H 5.705 -1.930 -4.458
H 4.631 -2.834 -5.553
H 6.338 -2.550 -5.999
H 4.872 -1.100 -7.036
C 2.678 3.256 1.812
O 1.369 2.694 1.951
H 2.994 3.118 0.781
H 2.661 4.323 2.042
H 3.383 2.749 2.474
H 1.102 2.824 2.869
C 2.970 -3.864 -7.754
O 3.449 -2.622 -8.263
H 3.778 -4.338 -7.203
H 2.124 -3.702 -7.080
H 2.662 -4.519 -8.573
H 2.727 -2.211 -8.746
C 8.013 -1.256 0.348
O 6.719 -1.836 0.486
H 8.326 -1.370 -0.687
H 7.987 -0.191 0.596
H 8.731 -1.764 0.997
H 6.449 -1.732 1.403
C 8.284 -3.301 -8.836
O 8.218 -2.799 -7.499
H 7.782 -4.261 -8.868
H 7.784 -2.614 -9.523
H 9.326 -3.431 -9.141
H 8.665 -1.949 -7.488
C -1.415 -6.785 -2.470
O -0.960 -6.256 -1.227
H -1.683 -7.827 -2.315
H -2.296 -6.239 -2.821
H -0.626 -6.729 -3.224
H -0.725 -5.334 -1.370
C 7.626 -6.316 -11.739
O 7.037 -5.206 -11.065
H 8.619 -6.021 -12.068
H 7.712 -7.172 -11.065
H 7.030 -6.596 -12.611
H 6.161 -5.475 -10.779
```

## Properties
Spin multiplicity ... 1
Lowest unoccupied orbital energy ... -2.783 eV
Largest force on an atom ... 2.46 eV Å⁻¹
Charge ... +1

Molecular formula: C3H3FLiO2
Method: DFT, ωB97M-V with the def2-TZVPD basis set

Structure (XYZ):
```
10
Properties=species:S:1:pos:R:3
H -2.206 -1.515 0.041
H -0.536 -1.524 0.623
O -2.002 0.549 0.061
O -0.339 0.459 1.386
C -1.463 -0.774 -0.264
C 0.367 -0.352 0.568
C -1.280 1.304 0.801
H -1.300 -0.769 -1.344
F 1.086 -0.089 -0.528
Li 1.760 1.151 1.385
```

## Properties
Spin multiplicity ... 1
Relative energy (zero: lowest compared OMol25 entry of this formula, charge and spin) ... 113.32 kcal/mol
Lowest unoccupied orbital energy ... -4.680 eV
Largest force on an atom ... 7.53 eV Å⁻¹
Charge ... +1

Molecular formula: C5H10N2O
Method: DFT, ωB97M-V with the def2-TZVPD basis set

Structure (XYZ):
```
18
Properties=species:S:1:pos:R:3
C -1.283 0.945 1.602
N -0.604 -0.242 1.125
C -0.204 -1.252 1.685
N 0.487 -2.229 2.013
H -1.062 1.712 0.765
H -2.372 0.703 1.720
H -0.967 1.343 2.543
H 0.097 -3.153 2.208
C -1.073 -0.802 -1.671
C 0.156 -0.358 -1.406
O 0.484 0.938 -1.386
C 1.867 1.286 -1.122
H -1.723 -0.040 -2.266
H -1.351 -1.789 -1.635
H 0.932 -1.135 -1.036
H 2.310 1.848 -1.960
H 2.367 0.307 -1.034
H 1.938 1.919 -0.145
```

## Properties
Spin multiplicity ... 1
Relative energy (zero: lowest compared OMol25 entry of this formula, charge and spin) ... 84.99 kcal/mol
Structure (SMILES) ... CN=C=N.C=COC
Lowest unoccupied orbital energy ... 0.822 eV
Largest force on an atom ... 5.04 eV Å⁻¹

Molecular formula: C25H44BN4O5PS2
Method: DFT, ωB97M-V with the def2-TZVPD basis set

Structure (XYZ):
```
82
Properties=species:S:1:pos:R:3
C -4.333 -2.144 -4.779
C -5.793 -2.027 -4.120
S -6.020 -3.132 -2.610
C -4.318 -3.536 -1.990
C -4.256 -3.751 -0.387
C -5.501 -4.215 0.446
C -5.320 -4.367 2.000
C -3.952 -4.069 2.718
C -2.742 -3.611 1.874
C -2.876 -3.471 0.315
N -1.758 -3.079 -0.574
P -0.709 -4.514 -0.805
O -1.691 -5.891 -0.498
O -0.307 -4.417 -2.500
C -0.957 -1.962 -0.036
C -0.511 -0.876 -1.083
C 0.358 0.342 -0.691
C 0.794 0.447 0.822
B 1.754 1.730 1.175
O 1.231 2.984 1.686
N 3.230 1.636 0.925
C 3.552 1.598 -0.547
C 3.836 0.391 1.483
C 0.365 -0.625 1.878
C -0.509 -1.824 1.440
S -1.061 -3.196 2.586
H -3.878 -3.204 -4.716
H -4.257 -1.765 -5.853
H -3.628 -1.486 -4.139
H -5.942 -0.914 -3.842
H -6.554 -2.274 -4.942
H -3.652 -2.608 -2.178
H -3.860 -4.404 -2.572
H -6.507 -4.454 -0.061
H -6.185 -4.721 2.673
H -3.887 -4.192 3.846
H -1.426 -6.575 -1.154
H 0.574 -4.842 -2.584
H -0.825 -1.014 -2.167
H 0.669 1.098 -1.486
H 2.028 3.563 1.801
H 4.697 1.579 -0.695
H 3.149 2.503 -1.112
H 3.160 0.600 -0.992
H 3.333 -0.584 1.157
H 3.816 0.403 2.633
H 4.936 0.319 1.135
H 0.727 -0.505 2.948
C 6.367 1.397 6.467
O 5.367 1.995 5.659
C 5.646 3.337 5.270
C 6.613 3.467 4.074
C 8.073 3.209 4.435
N 6.230 2.573 2.973
H 6.839 2.118 7.140
H 7.117 0.913 5.838
H 5.894 0.619 7.070
H 4.682 3.760 4.968
H 5.988 3.926 6.129
H 6.549 4.500 3.714
H 8.298 2.148 4.552
H 8.731 3.585 3.647
H 8.344 3.719 5.364
H 5.290 2.819 2.665
H 6.117 1.639 3.367
C -3.516 1.517 -5.327
O -3.823 1.032 -4.031
C -2.785 1.214 -3.071
C -2.714 2.631 -2.465
C -2.104 3.669 -3.403
N -4.038 3.099 -2.034
H -2.458 1.392 -5.574
H -3.807 2.566 -5.414
H -4.110 0.952 -6.050
H -3.012 0.514 -2.260
H -1.817 0.905 -3.486
H -2.067 2.575 -1.582
H -2.796 3.993 -4.181
H -1.817 4.563 -2.843
H -1.204 3.279 -3.888
H -4.397 2.458 -1.329
H -4.675 2.973 -2.821
```

## Properties
Spin multiplicity ... 1
Structure (SMILES) ... CCSCc1cccc2c1N(P(O)O)c1ccc(B(O)N(C)C)cc1S2.COC[C@@H](C)N.COC[C@@H](C)N
Lowest unoccupied orbital energy ... 0.173 eV
Largest force on an atom ... 4.89 eV Å⁻¹

Molecular formula: C13H12ClMnNO2S
Method: DFT, ωB97M-V with the def2-TZVPD basis set

Structure (XYZ):
```
31
Properties=species:S:1:pos:R:3
Cl -1.632 2.112 -1.198
C -0.938 -1.920 -1.196
C 0.468 -2.074 -0.919
C 1.167 -0.992 -1.547
H 0.932 -2.888 -0.368
C 0.210 -0.202 -2.302
C -1.104 -0.765 -2.026
H -2.034 -0.433 -2.484
H -1.736 -2.594 -0.892
H 2.243 -0.830 -1.578
C 0.554 0.861 -3.289
Mn -0.198 -0.137 -0.284
C 1.176 0.920 0.358
O 1.861 1.434 1.151
C -1.398 1.229 0.332
O -1.940 1.621 1.329
H 1.508 1.335 -3.025
H -0.214 1.644 -3.319
H 0.649 0.452 -4.307
S -0.599 -1.121 1.634
C -0.470 -0.230 3.126
N -1.637 0.244 3.653
C -1.667 1.031 4.766
C -0.482 1.331 5.410
C 0.722 0.792 4.938
C 0.723 -0.018 3.806
H -2.489 0.128 3.105
H -2.650 1.384 5.068
H -0.504 1.980 6.283
H 1.659 1.007 5.449
H 1.617 -0.483 3.400
```

## Properties
Spin multiplicity ... 4
Relative energy (zero: lowest compared OMol25 entry of this formula, charge and spin) ... 0.00 kcal/mol
Lowest unoccupied orbital energy (spin up / spin down) ... -8.557 / -9.789 eV
Largest force on an atom ... 7.77 eV Å⁻¹
Expectation value of S² ... 3.869
Charge ... +2

Molecular formula: C3H8NS
Method: DFT, ωB97M-V with the def2-TZVPD basis set

Structure (XYZ):
```
13
Properties=species:S:1:pos:R:3
C 2.000 0.376 2.056
S 1.838 0.433 0.220
H 2.472 1.231 2.572
H 0.999 0.412 2.468
H 2.546 -0.548 2.206
C -1.468 0.437 -1.912
C -1.079 -1.162 -0.338
N -1.790 -0.878 -1.345
H -0.857 0.321 -2.805
H -0.939 1.081 -1.208
H -2.408 0.894 -2.240
H -1.002 -2.101 0.205
H -0.311 -0.495 0.120
```

## Properties
Spin multiplicity ... 1
Relative energy (zero: lowest compared OMol25 entry of this formula, charge and spin) ... 35.77 kcal/mol
Lowest unoccupied orbital energy ... 4.253 eV
Largest force on an atom ... 1.70 eV Å⁻¹
Charge ... -1

Molecular formula: C7H8CdN2O4S
Method: DFT, ωB97M-V with the def2-TZVPD basis set

Structure (XYZ):
```
23
Properties=species:S:1:pos:R:3
Cd 0.705 -0.203 -1.035
O -2.321 -2.168 -0.793
C -1.333 -1.595 -0.975
C 1.706 1.502 0.451
O 2.064 2.272 1.220
C -0.886 1.559 -1.486
O -1.685 2.379 -1.573
C 1.418 -1.710 0.710
O 1.666 -2.376 1.612
C 2.553 -1.202 -4.359
H 2.682 -2.276 -4.156
H 1.740 -0.940 -5.053
C 3.453 -0.290 -3.945
H 3.413 0.756 -4.281
H 4.354 -0.581 -3.386
N -3.283 -0.166 3.202
C -2.149 0.541 2.986
N -1.896 1.458 3.941
S -1.156 0.292 1.649
H -3.853 -0.006 4.024
H -3.608 -0.889 2.583
H -1.084 2.066 3.922
H -2.499 1.576 4.741
```

## Properties
Spin multiplicity ... 1
Relative energy (zero: lowest compared OMol25 entry of this formula, charge and spin) ... 0.00 kcal/mol
Lowest unoccupied orbital energy ... -9.253 eV
Largest force on an atom ... 5.13 eV Å⁻¹
Charge ... +2

Molecular formula: C4H13N2
Method: DFT, ωB97M-V with the def2-TZVPD basis set

Structure (XYZ):
```
19
Properties=species:S:1:pos:R:3
C 2.314 0.026 0.246
C 0.814 0.231 0.465
N 0.349 1.404 -0.469
C 0.069 -1.026 0.167
C -1.470 -0.887 0.369
N -1.996 0.058 -0.635
H 2.681 -0.553 1.008
H 2.764 1.015 0.419
H 2.558 -0.210 -0.698
H 0.617 0.606 1.514
H 1.166 1.388 -1.306
H 0.471 2.284 -0.008
H 0.362 -1.740 1.053
H 0.216 -1.538 -0.780
H -1.816 -1.918 0.184
H -1.820 -0.557 1.384
H -1.924 -0.258 -1.594
H -1.219 0.844 -0.734
H -2.892 0.335 -0.196
```

## Properties
Spin multiplicity ... 1
Relative energy (zero: lowest compared OMol25 entry of this formula, charge and spin) ... 39.42 kcal/mol
Structure (SMILES) ... C[C@@H](N)CC[NH3+]
Lowest unoccupied orbital energy ... -3.093 eV
Largest force on an atom ... 5.08 eV Å⁻¹
Charge ... +1

Molecular formula: C6H13N
Method: DFT, ωB97M-V with the def2-TZVPD basis set

Structure (XYZ):
```
20
Properties=species:S:1:pos:R:3
C 1.858 0.109 -0.150
C 0.584 0.884 -0.443
C -0.679 0.036 -0.421
C -1.193 -0.332 -1.611
C -1.097 -0.529 0.903
C -1.596 0.481 1.936
N 2.055 -1.097 -0.996
H 1.805 -0.251 0.893
H 2.777 0.711 -0.200
H 0.498 1.570 0.405
H 0.624 1.475 -1.354
H -0.654 -0.128 -2.528
H -2.160 -0.780 -1.730
H -0.205 -1.055 1.288
H -1.833 -1.311 0.721
H -0.908 1.336 1.963
H -2.547 0.875 1.611
H -1.618 0.076 2.957
H 2.927 -0.987 -1.508
H 1.361 -1.083 -1.735
```

## Properties
Spin multiplicity ... 2
Relative energy (zero: lowest compared OMol25 entry of this formula, charge and spin) ... 15.90 kcal/mol
Lowest unoccupied orbital energy (spin up / spin down) ... 4.120 / 4.100 eV
Largest force on an atom ... 1.80 eV Å⁻¹
Expectation value of S² ... 0.750
Charge ... -1

Molecular formula: C9H11Cl2ErHoNO4
Method: DFT, ωB97M-V with the def2-TZVPD basis set

Structure (XYZ):
```
29
Properties=species:S:1:pos:R:3
Er -1.532 -0.383 -5.828
Ho 0.366 0.407 -1.834
Cl -0.804 -1.814 -3.883
Cl -0.659 1.840 -3.612
C 1.627 2.187 -1.085
C 0.177 -1.612 -6.728
C 0.202 0.919 -6.804
O 2.207 3.140 -0.760
O 1.144 -2.222 -6.933
O 1.115 1.439 -7.286
O -1.144 -0.059 -0.421
C -0.740 -0.444 0.749
C 0.719 -0.527 1.068
C 1.111 0.602 2.038
C 0.718 0.272 3.489
C -0.768 0.154 3.743
C -1.450 -1.018 3.047
N -1.682 -0.725 1.621
H 0.902 -1.514 1.521
H 1.415 -0.538 0.170
H 2.193 0.784 1.959
H 0.642 1.539 1.720
H 1.225 -0.656 3.789
H 1.116 1.071 4.123
H -0.925 0.008 4.815
H -1.278 1.086 3.483
H -0.833 -1.930 3.128
H -2.427 -1.215 3.494
H -2.635 -0.790 1.219
```

## Properties
Spin multiplicity ... 8
Lowest unoccupied orbital energy (spin up / spin down) ... -16.061 / -15.952 eV
Largest force on an atom ... 8.86 eV Å⁻¹
Expectation value of S² ... 15.756
Charge ... +4

Molecular formula: C20H22O4
Method: DFT, ωB97M-V with the def2-TZVPD basis set

Structure (XYZ):
```
46
Properties=species:S:1:pos:R:3
C 5.413 -0.949 -0.533
C 4.256 -0.667 -1.507
C 4.142 -1.894 -2.494
C 2.911 -0.221 -0.847
C 2.376 1.027 -1.245
C 1.012 1.304 -0.953
C 0.225 0.475 -0.130
C 0.878 -0.688 0.338
C 2.224 -1.015 0.046
O 2.685 -2.207 0.335
C 0.126 -1.607 1.236
O 0.669 -2.496 1.884
C -1.301 -1.347 1.562
C -1.746 0.134 1.409
C -3.226 0.439 1.522
C -3.829 1.458 0.851
C -3.109 2.570 0.054
C -1.620 2.232 -0.024
C -1.255 0.674 0.018
C -1.755 -0.115 -1.231
C -5.196 1.497 1.173
O -5.962 2.129 0.482
O -5.554 0.567 2.208
C -4.255 -0.061 2.606
H 5.570 -0.176 0.225
H 5.299 -1.926 -0.136
H 6.436 -0.853 -1.019
H 4.608 0.141 -2.200
H 3.637 -1.678 -3.484
H 3.477 -2.583 -2.145
H 5.065 -2.521 -2.743
H 2.993 1.722 -1.831
H 0.576 2.250 -1.190
H 2.027 -2.608 0.871
H -1.324 -1.537 2.648
H -2.048 -1.978 1.037
H -1.209 0.759 2.089
H -3.533 2.488 -0.897
H -3.208 3.557 0.509
H -1.115 2.759 0.763
H -1.384 2.749 -0.981
H -1.236 -1.082 -1.339
H -1.624 0.528 -2.154
H -2.800 -0.460 -1.067
H -3.971 0.326 3.572
H -4.342 -1.114 2.712
```

## Properties
Spin multiplicity ... 1
Relative energy (zero: lowest compared OMol25 entry of this formula, charge and spin) ... 60.35 kcal/mol
Structure (SMILES) ... CC(C)c1ccc2c(c1O)C(=O)C[C@@H]1C3=C(CC[C@@]21C)C(=O)OC3
Lowest unoccupied orbital energy ... -0.259 eV
Largest force on an atom ... 4.06 eV Å⁻¹

| no. | DFT total energy (Eh) |
| --- | --- |
| 1 | -562.124969 |
| 2 | -8228.897472 |
| 3 | -373.483827 |
| 4 | -381.149990 |
| 5 | -2736.527979 |
| 6 | -2716.517172 |
| 7 | -572.021257 |
| 8 | -1247.248324 |
| 9 | -269.437875 |
| 10 | -291.078972 |
| 11 | -3587.234368 |
| 12 | -1076.229445 |